{
  "formula": "C12H32ClN4O4",
  "method": "the ωB97M-V functional and the def2-TZVPD basis",
  "symbols": ["C", "C", "O", "N", "H", "H", "C", "H", "H", "H", "H", "H", "H", "C", "C", "O", "N", "H", "H", "C", "H", "H", "H", "H", "H", "H", "C", "C", "O", "N", "H", "H", "C", "H", "H", "H", "H", "H", "H", "C", "C", "O", "N", "H", "H", "C", "H", "H", "H", "H", "H", "H", "Cl"],
  "positions_angstrom": [[1.802, -3.403, -5.906], [2.152, -2.790, -4.581], [2.646, -3.452, -3.686], [1.477, -1.424, -4.249], [1.947, -0.692, -4.762], [0.544, -1.450, -4.636], [1.558, -1.261, -2.712], [0.721, -3.514, -5.986], [2.236, -4.378, -6.127], [2.205, -2.803, -6.722], [1.521, -2.173, -2.118], [0.586, -0.779, -2.603], [2.336, -0.517, -2.536], [4.011, 5.933, 0.793], [2.663, 5.858, 1.429], [1.845, 6.769, 1.321], [2.342, 4.667, 2.366], [3.092, 4.650, 3.043], [1.642, 4.959, 3.033], [1.772, 3.358, 1.724], [3.842, 6.691, 0.028], [4.256, 4.973, 0.339], [4.699, 6.228, 1.585], [2.206, 3.199, 0.737], [0.722, 3.544, 1.500], [2.044, 2.512, 2.356], [-0.825, -5.239, 7.294], [-0.155, -4.568, 6.089], [0.953, -4.133, 6.088], [-0.961, -4.625, 4.783], [-1.841, -4.415, 5.232], [-0.717, -3.887, 4.139], [-1.134, -6.071, 4.142], [-0.189, -5.327, 8.175], [-1.225, -6.231, 7.087], [-1.575, -4.544, 7.674], [-1.685, -6.711, 4.831], [-0.166, -6.558, 4.028], [-1.695, -5.952, 3.215], [-3.486, 4.393, -3.982], [-4.069, 3.237, -3.204], [-5.184, 3.050, -2.828], [-3.102, 2.158, -2.820], [-2.888, 1.667, -3.677], [-2.206, 2.574, -2.610], [-3.497, 1.014, -1.852], [-4.247, 4.955, -4.523], [-2.758, 4.253, -4.781], [-2.961, 5.114, -3.355], [-2.722, 0.282, -1.625], [-4.416, 0.442, -1.980], [-3.630, 1.615, -0.953], [-0.488, -1.193, 1.783]],
  "lowdin_charge": [0.02, -0.33, 0.17, 0.10, 0.17, 0.16, 0.05, 0.11, 0.11, 0.10, 0.12, 0.08, 0.11, 0.04, -0.35, 0.16, 0.10, 0.18, 0.17, 0.07, 0.11, 0.10, 0.12, 0.09, 0.11, 0.11, 0.03, -0.37, 0.19, 0.12, 0.15, 0.15, 0.07, 0.11, 0.09, 0.10, 0.09, 0.11, 0.10, 0.03, -0.37, 0.21, 0.09, 0.17, 0.17, 0.05, 0.11, 0.10, 0.11, 0.10, 0.12, 0.11, -0.93],
  "max_force_ev_per_a": 4.758,
  "e_tot_ev": -39606.519,
  "e_homo_ev": -13.10,
  "total_charge": 3,
  "relative_energy_ev": 4.046
}


{
  "formula": "C12H32F14N7O14P2S2",
  "method": "the ωB97M-V functional and the def2-TZVPD basis",
  "symbols": ["C", "C", "O", "N", "H", "H", "C", "H", "H", "H", "H", "H", "H", "C", "C", "O", "N", "H", "H", "C", "H", "H", "H", "H", "H", "H", "C", "C", "O", "N", "H", "H", "C", "H", "H", "H", "H", "H", "H", "C", "C", "O", "N", "H", "H", "C", "H", "H", "H", "H", "H", "H", "P", "F", "F", "F", "F", "F", "F", "P", "F", "F", "F", "F", "F", "F", "N", "S", "O", "O", "F", "S", "O", "O", "F", "N", "O", "O", "O", "N", "O", "O", "O"],
  "positions_angstrom": [[9.378, -1.150, -4.468], [8.200, -2.112, -4.071], [8.308, -3.046, -3.269], [6.858, -1.814, -4.752], [6.140, -2.110, -4.105], [6.669, -0.823, -4.781], [6.915, -2.424, -6.162], [9.131, -0.161, -4.082], [9.681, -1.094, -5.514], [10.381, -1.492, -4.211], [7.147, -3.489, -6.122], [7.570, -2.010, -6.928], [5.894, -2.293, -6.521], [-8.220, -1.304, -4.899], [-9.399, -0.688, -5.683], [-9.882, -1.212, -6.621], [-10.075, 0.537, -5.104], [-9.634, 0.768, -4.225], [-9.932, 1.277, -5.777], [-11.533, 0.234, -4.713], [-7.495, -0.541, -4.615], [-7.829, -2.127, -5.497], [-8.639, -1.747, -3.996], [-12.134, -0.126, -5.548], [-11.896, 1.123, -4.197], [-11.704, -0.572, -4.000], [3.631, -0.490, 1.827], [2.474, 0.328, 1.293], [2.423, 1.518, 1.510], [1.316, -0.343, 0.468], [1.712, -1.011, -0.177], [0.955, -0.958, 1.183], [0.274, 0.607, -0.126], [4.320, 0.137, 2.393], [4.097, -0.835, 0.904], [3.270, -1.353, 2.387], [0.861, 1.376, -0.628], [-0.261, 1.009, 0.735], [-0.437, 0.065, -0.750], [0.930, 5.327, 5.918], [0.095, 4.502, 6.910], [-1.035, 4.159, 6.682], [0.842, 4.020, 8.151], [1.848, 4.110, 8.142], [0.688, 4.710, 8.873], [0.437, 2.568, 8.495], [0.986, 6.357, 6.272], [0.351, 5.345, 4.995], [1.910, 4.864, 5.805], [-0.648, 2.473, 8.509], [0.876, 2.264, 9.446], [0.929, 1.964, 7.732], [-1.355, -4.065, 5.095], [-0.586, -3.933, 6.539], [0.050, -4.618, 4.441], [-1.780, -5.636, 5.266], [-2.002, -4.049, 3.603], [-2.723, -3.603, 5.733], [-0.937, -2.542, 4.752], [-8.151, 2.951, 0.410], [-9.478, 3.716, 1.033], [-9.106, 1.773, -0.112], [-8.350, 3.821, -0.983], [-6.893, 2.170, -0.288], [-7.080, 3.961, 1.123], [-8.025, 1.977, 1.746], [2.160, -4.282, -3.025], [0.816, -4.672, -4.131], [-0.529, -4.388, -3.636], [0.981, -5.796, -5.008], [1.002, -3.374, -5.139], [2.476, -5.761, -2.670], [3.556, -6.270, -3.480], [1.446, -6.668, -2.153], [3.341, -5.397, -1.331], [4.450, 3.974, -3.774], [3.844, 3.145, -4.366], [3.925, 5.038, -3.485], [5.608, 3.769, -3.330], [6.604, 3.611, 7.512], [6.849, 2.411, 7.547], [5.951, 4.148, 8.380], [7.196, 4.275, 6.638]],
  "lowdin_charge": [0.03, -0.31, 0.16, 0.12, 0.18, 0.18, 0.04, 0.10, 0.08, 0.09, 0.11, 0.11, 0.11, 0.05, -0.39, 0.18, 0.12, 0.17, 0.19, 0.04, 0.10, 0.10, 0.11, 0.10, 0.11, 0.11, 0.04, -0.33, 0.16, 0.10, 0.17, 0.17, 0.05, 0.11, 0.10, 0.10, 0.11, 0.11, 0.11, 0.04, -0.36, 0.18, 0.10, 0.17, 0.18, 0.06, 0.10, 0.10, 0.10, 0.10, 0.11, 0.12, 0.13, -0.19, -0.21, -0.18, -0.20, -0.14, -0.20, 0.20, -0.20, -0.20, -0.21, -0.20, -0.18, -0.21, -0.30, 0.61, -0.31, -0.29, -0.26, 0.43, -0.33, -0.30, -0.25, -0.73, -0.07, -0.07, -0.14, -0.71, -0.08, -0.10, -0.10],
  "max_force_ev_per_a": 5.592,
  "e_tot_ev": -130345.991,
  "e_homo_ev": -5.10,
  "total_charge": -1
}


{
  "formula": "C12H32FO4Zn",
  "method": "the ωB97M-V functional and the def2-TZVPD basis",
  "symbols": ["Zn", "F", "C", "C", "C", "O", "H", "H", "H", "H", "H", "H", "H", "H", "C", "C", "C", "O", "H", "H", "H", "H", "H", "H", "H", "H", "C", "C", "C", "O", "H", "H", "H", "H", "H", "H", "H", "H", "C", "C", "C", "O", "H", "H", "H", "H", "H", "H", "H", "H"],
  "positions_angstrom": [[12.191, 25.556, 7.456], [13.484, 26.574, 6.394], [18.025, 24.690, 7.396], [16.926, 25.286, 6.516], [15.846, 24.285, 6.164], [16.365, 26.451, 7.214], [18.384, 23.762, 6.952], [17.640, 24.418, 8.378], [18.924, 25.291, 7.534], [17.435, 25.564, 5.594], [15.053, 24.653, 5.513], [15.403, 24.076, 7.138], [16.298, 23.429, 5.663], [15.516, 26.695, 6.838], [14.699, 24.171, 10.465], [13.352, 24.932, 10.296], [12.977, 25.754, 11.622], [13.368, 25.770, 9.141], [14.502, 23.465, 11.272], [15.584, 24.782, 10.641], [14.849, 23.610, 9.542], [12.512, 24.241, 10.225], [12.055, 26.334, 11.651], [13.781, 26.469, 11.793], [12.962, 25.057, 12.460], [13.998, 26.454, 9.381], [8.696, 25.776, 5.026], [10.060, 25.200, 5.042], [10.932, 25.385, 3.776], [10.709, 26.010, 5.998], [8.044, 25.406, 4.235], [8.772, 26.803, 4.671], [8.072, 25.717, 5.919], [10.068, 24.130, 5.252], [12.012, 25.328, 3.912], [10.718, 26.335, 3.288], [10.643, 24.736, 2.949], [10.426, 26.876, 5.696], [14.448, 28.139, 2.467], [14.854, 28.528, 3.860], [15.353, 29.951, 3.968], [13.740, 28.494, 4.575], [13.875, 27.213, 2.441], [15.353, 27.991, 1.877], [13.806, 28.957, 2.140], [15.638, 27.848, 4.191], [15.550, 30.054, 5.035], [14.660, 30.741, 3.677], [16.298, 30.122, 3.452], [13.956, 27.889, 5.289]],
  "lowdin_charge": [1.14, -0.44, -0.04, -0.46, -0.06, -0.07, 0.09, 0.08, 0.09, 0.13, 0.05, 0.06, 0.10, 0.01, -0.01, -0.42, -0.01, -0.10, 0.10, 0.10, 0.07, 0.13, 0.08, 0.08, 0.09, 0.13, -0.03, -0.45, -0.02, -0.11, 0.11, 0.10, 0.11, 0.15, 0.07, 0.09, 0.10, 0.12, 0.05, -0.47, 0.05, 0.26, 0.10, 0.13, 0.12, 0.17, 0.11, 0.12, 0.13, 0.09],
  "max_force_ev_per_a": 3.516,
  "e_tot_ev": -72269.160,
  "e_homo_ev": [-15.29, -15.28],
  "total_charge": 2,
  "spin_multiplicity": 2
}


{
  "formula": "C12H32O12S4",
  "method": "the ωB97M-V functional and the def2-TZVPD basis",
  "symbols": ["C", "C", "O", "S", "C", "O", "O", "H", "H", "H", "H", "H", "H", "H", "H", "C", "C", "O", "S", "C", "O", "O", "H", "H", "H", "H", "H", "H", "H", "H", "C", "C", "O", "S", "C", "O", "O", "H", "H", "H", "H", "H", "H", "H", "H", "C", "C", "O", "S", "C", "O", "O", "H", "H", "H", "H", "H", "H", "H", "H"],
  "positions_angstrom": [[-8.768, -11.768, -28.037], [-8.456, -10.466, -27.299], [-9.666, -9.827, -26.843], [-9.611, -8.347, -26.257], [-9.036, -8.671, -24.549], [-8.464, -7.666, -26.860], [-10.934, -7.797, -26.299], [-7.918, -11.984, -28.679], [-9.688, -11.665, -28.615], [-8.974, -12.597, -27.360], [-7.741, -10.664, -26.504], [-8.084, -9.776, -28.057], [-9.600, -9.492, -24.119], [-9.004, -7.738, -23.991], [-7.984, -8.896, -24.725], [-5.741, -5.167, -25.257], [-7.200, -4.769, -25.268], [-7.264, -3.321, -25.276], [-8.509, -2.557, -25.792], [-9.596, -2.523, -24.333], [-8.093, -1.200, -26.046], [-9.119, -3.384, -26.818], [-5.766, -6.224, -25.518], [-5.283, -4.934, -24.294], [-5.160, -4.568, -25.957], [-7.599, -5.152, -26.206], [-7.716, -5.208, -24.415], [-9.550, -1.623, -23.732], [-9.474, -3.483, -23.837], [-10.607, -2.552, -24.749], [-8.081, -6.507, -29.759], [-9.220, -5.479, -29.574], [-10.415, -6.200, -29.770], [-11.884, -5.527, -29.931], [-12.018, -4.645, -28.291], [-11.886, -4.590, -31.027], [-12.770, -6.655, -29.871], [-8.442, -7.485, -29.454], [-7.274, -6.266, -29.065], [-7.661, -6.548, -30.764], [-9.133, -5.238, -28.509], [-9.107, -4.577, -30.174], [-13.055, -4.324, -28.207], [-11.406, -3.749, -28.333], [-11.788, -5.409, -27.555], [-11.705, -15.639, -23.639], [-10.240, -15.713, -24.101], [-9.654, -14.478, -24.539], [-9.214, -13.434, -23.369], [-7.461, -13.898, -23.186], [-9.332, -12.083, -23.876], [-9.847, -13.694, -22.101], [-12.242, -15.014, -24.355], [-11.758, -15.167, -22.660], [-12.206, -16.604, -23.611], [-9.666, -16.247, -23.342], [-10.188, -16.280, -25.031], [-7.477, -14.895, -22.761], [-7.074, -13.071, -22.593], [-6.940, -13.834, -24.138]],
  "lowdin_charge": [-0.05, -0.25, -0.25, 0.62, -0.09, -0.32, -0.26, 0.08, 0.09, 0.07, 0.12, 0.11, 0.05, 0.06, 0.06, -0.06, -0.25, -0.25, 0.59, -0.10, -0.27, -0.30, 0.08, 0.08, 0.09, 0.09, 0.12, 0.07, 0.06, 0.06, -0.06, -0.26, -0.27, 0.63, -0.09, -0.29, -0.29, 0.06, 0.07, 0.07, 0.09, 0.13, 0.06, 0.05, 0.05, -0.07, -0.27, -0.26, 0.62, -0.10, -0.29, -0.28, 0.08, 0.06, 0.08, 0.12, 0.12, 0.07, 0.07, 0.07],
  "max_force_ev_per_a": 2.026,
  "e_tot_ev": -80871.105,
  "smiles": "CCOS(C)(=O)=O.CCOS(C)(=O)=O.CCOS(C)(=O)=O.CCOS(C)(=O)=O",
  "e_homo_ev": -10.42,
  "total_charge": 0,
  "relative_energy_ev": 1.181
}